Entry 1:
19
Properties=species:S:1:pos:R:3:forces:R:3 method="wB97M-V/def2-TZVPD" e_lumo_ev=0.17 e_above_lowest_ev=0.424 mol_weight_da=106.0 charge=0
C 0.4322 -0.3926 3.1981 0.42 0.25 -2.04
C 0.2584 0.1120 1.9335 -1.69 -1.77 4.10
C -1.0694 0.5015 1.4612 0.78 0.75 0.88
C -1.3544 0.6795 0.1760 0.25 0.36 -1.15
B -0.1385 0.3881 -0.8523 0.23 0.16 0.80
C 0.6370 1.6098 -1.5284 1.64 -0.48 -0.54
C 0.4375 -1.0494 -0.9679 0.07 -1.64 2.23
C 1.4646 -1.2653 -1.7703 -0.81 0.06 -0.81
H -0.4330 -0.4857 3.8082 -0.59 0.12 0.66
H 1.3459 -0.8677 3.5989 -0.42 0.64 -0.53
H 1.0335 0.0694 1.2879 2.52 0.11 -2.02
H -1.6641 0.8216 2.3132 -0.72 -0.17 -0.39
H -2.3185 1.1493 -0.0721 0.42 -0.36 -0.06
H 1.7467 1.5756 -2.0054 -2.92 -0.48 0.72
H 0.7737 2.3670 -0.7799 -0.26 0.57 0.58
H -0.1250 1.9978 -2.1996 0.23 0.49 -0.59
H 0.2436 -1.9350 -0.2406 -0.48 1.60 -1.36
H 1.7684 -0.4840 -2.4005 0.62 0.99 -0.81
H 1.8450 -2.2083 -2.0413 0.72 -1.21 0.33

Entry 2:
27
Properties=species:S:1:pos:R:3:forces:R:3 method="wB97M-V/def2-TZVPD" e_lumo_ev=-2.29 mol_weight_da=326.1 charge=0
C -3.4384 -2.1223 -1.1549 -0.14 -0.02 0.11
C -2.6618 -1.5770 0.0058 0.08 -0.44 0.50
N -2.5530 -2.1129 1.1524 0.05 0.35 -0.42
C -1.9662 -0.2489 -0.1887 -0.76 0.19 -0.26
S -0.8904 0.0551 1.2155 0.60 -0.55 0.04
Br -2.1719 0.9737 2.7010 -0.05 0.07 -0.23
C 0.1653 1.3538 0.4950 -0.10 0.53 -0.68
O 1.4288 1.3472 1.0702 -0.11 0.28 0.36
C 1.6115 2.1806 2.1329 0.11 -0.16 -0.10
F 1.2623 3.4446 1.8555 -0.05 -0.13 0.07
F 0.8777 1.7840 3.1956 0.01 0.12 -0.12
F 2.8831 2.1458 2.4626 -0.03 0.00 0.00
H -3.8211 -3.1077 -0.8919 0.09 -0.03 -0.10
H -2.8217 -2.1894 -2.0512 -0.01 0.01 0.00
H -4.3075 -1.4967 -1.3748 0.13 0.12 -0.05
H -3.0509 -2.9980 1.2139 -0.01 -0.01 0.00
H -2.7309 0.5324 -0.2454 0.14 0.10 0.06
H -1.3787 -0.1844 -1.1093 0.33 -0.21 0.17
H -0.3345 2.3233 0.5057 -0.01 -0.01 0.29
H 0.2882 1.0169 -0.5501 0.50 -0.33 0.12
C 3.9100 -0.0363 -1.1330 0.00 -0.02 -0.05
C 2.6704 -0.3333 -1.9964 0.41 -0.06 -0.21
O 2.8512 -0.7071 -3.1577 -0.15 0.02 0.07
O 1.5536 -0.1605 -1.4106 -0.91 0.19 0.41
H 4.8258 -0.2053 -1.6958 -0.03 -0.01 -0.04
H 3.8880 1.0022 -0.7953 -0.04 -0.03 0.06
H 3.9109 -0.6801 -0.2511 -0.05 0.05 0.03

Entry 3:
23
Properties=species:S:1:pos:R:3:forces:R:3 method="wB97M-V/def2-TZVPD" e_lumo_ev="-1.00 / -1.00" e_above_lowest_ev=0.000 mol_weight_da=251.2 charge=0
C 1.7121 0.1007 1.1420 0.08 -0.12 -0.20
C 0.0630 -1.5015 -1.2122 0.30 0.21 0.04
C -0.1891 1.7120 -0.9605 0.15 -0.12 0.01
C 2.3421 -1.2003 1.5250 0.20 0.06 0.11
C -1.0754 -1.5019 -2.1734 -0.05 -0.21 -0.22
C 0.0411 2.9836 -0.2098 0.04 0.24 -0.08
C -1.9011 -0.4539 1.4665 2.42 0.68 -1.51
O 2.0908 1.1713 1.5604 0.01 0.11 0.06
O 0.8542 -2.4133 -1.0991 -0.01 -0.02 0.04
O -0.6128 1.6720 -2.0941 0.00 0.02 0.03
Si 0.2201 0.0494 -0.0722 -2.60 -0.71 1.54
Br -3.5010 -0.2489 0.4711 -0.14 0.05 -0.06
H 3.2202 -1.0319 2.1430 0.04 0.05 0.08
H 2.6012 -1.7660 0.6326 -0.03 -0.07 -0.11
H 1.6131 -1.7946 2.0709 -0.13 -0.15 0.07
H -1.0438 -0.5955 -2.7755 -0.02 0.09 -0.02
H -2.0091 -1.4786 -1.6135 -0.14 0.07 0.07
H -1.0507 -2.3864 -2.8045 0.05 -0.10 -0.02
H -0.8378 3.1736 0.4062 -0.10 0.00 0.13
H 0.1675 3.8175 -0.8972 -0.05 0.02 -0.08
H 0.9015 2.8927 0.4492 0.02 -0.01 0.08
H -1.8413 0.2761 2.2609 -0.02 0.01 0.03
H -1.7650 -1.4762 1.7841 0.00 -0.09 0.01